(1)
The following is a DFT calculation (ωB97M-V/def2-TZVPD) of a molecular structure, C25H44IrO2P2 in a non-equilibrium geometry.

Each line ends with the Mulliken spin population.
CARTESIAN COORDINATES (ANGSTROEM)
Ir1 -0.667 -0.880 -2.613  0.70
C1 -0.532 -2.155 2.738  0.35
C2 0.841 -2.376 2.401  0.34
C3 0.775 -0.766 4.059  0.34
C4 -0.560 -1.169 3.793  0.28
C5 1.645 -1.504 3.192  0.34
C6 -1.724 -2.739 2.094  0.02
H1 -1.530 -2.904 1.024  0.01
H2 -2.578 -2.040 2.151  0.00
H3 -2.010 -3.702 2.564  0.03
C7 -1.768 -0.636 4.438  0.02
H4 -2.564 -0.466 3.695  0.01
H5 -1.557 0.318 4.945  0.00
H6 -2.163 -1.348 5.183  0.04
C8 1.153 0.306 4.985  0.03
H7 0.881 0.036 6.016  0.03
H8 0.627 1.252 4.746  0.03
H9 2.235 0.495 4.956  0.00
C9 3.105 -1.329 3.037  0.01
H10 3.660 -2.150 3.539  0.03
H11 3.429 -0.352 3.441  0.00
H12 3.384 -1.324 1.964  0.01
C10 1.349 -3.324 1.396  0.00
H13 2.079 -4.035 1.816  0.02
H14 1.865 -2.789 0.588  0.03
H15 0.534 -3.900 0.945  0.00
C11 -1.859 0.411 -3.599  0.15
C12 -1.908 -0.964 -4.122  -0.09
C13 -1.177 -1.331 -5.381  0.03
C14 0.359 -1.496 -5.217  -0.01
C15 0.868 -1.187 -3.836  0.18
C16 0.909 0.170 -3.301  0.09
C17 0.482 1.336 -4.152  0.03
C18 -1.053 1.469 -4.320  0.03
H16 -1.384 -0.604 -6.168  -0.01
H17 0.891 -0.901 -5.968  0.00
H18 -1.600 -2.287 -5.726  0.00
H19 -1.286 1.466 -5.396  0.01
H20 -2.758 0.755 -3.060  -0.04
H21 -2.834 -1.475 -3.887  0.03
H22 -1.365 2.454 -3.934  0.00
H23 0.869 2.235 -3.663  0.00
H24 1.728 0.343 -2.590  0.01
H25 0.978 1.339 -5.136  0.01
H26 0.605 -2.542 -5.436  0.00
H27 1.611 -1.872 -3.410  0.02
P1 -1.131 0.794 -0.850  0.35
P2 1.356 1.890 1.026  0.07
C19 -0.751 2.618 -0.896  0.05
C20 0.667 2.959 -0.386  -0.01
H28 -1.497 3.068 -0.224  0.00
H29 -0.915 3.038 -1.902  0.01
H30 1.381 2.887 -1.219  0.00
H31 0.672 3.995 -0.023  0.00
C21 1.985 2.948 2.373  0.01
H32 2.652 2.321 2.987  0.00
H33 1.142 3.272 3.013  0.00
H34 2.554 3.813 2.012  0.00
C22 2.923 1.461 0.149  0.00
H35 3.240 2.300 -0.475  0.00
H36 2.708 0.588 -0.477  0.00
H37 3.704 1.243 0.880  0.00
C23 -2.914 0.904 -0.470  0.02
H38 -3.327 -0.106 -0.345  -0.02
H39 -3.536 1.460 -1.191  0.01
H40 -2.933 1.381 0.527  0.02
C24 -0.918 -2.470 -1.465  0.29
H41 -0.215 -2.493 -0.625  -0.03
H42 -0.734 -3.362 -2.078  0.05
H43 -1.921 -2.502 -1.037  0.03
O1 -0.674 2.901 3.834  0.00
C25 -1.529 2.538 2.984  0.00
O2 -1.436 1.710 2.029  0.04
H44 -2.536 3.007 3.063  0.00

Its expectation value of S² is 6.08. Its relative energy (zero: lowest compared OMol25 entry of this formula, charge and spin) is 0.0 kcal per mole. The calculation puts the HOMO-LUMO gap (spin up / spin down) at 5.53 / 4.68 eV. The value obtained for the HOMO energy (spin up / spin down) is -9.72 / -9.70 eV. As for the total charge: +1. Its spin multiplicity is 5.

(2)
The following is a DFT calculation (ωB97M-V/def2-TZVPD) of a molecular structure, C25H45AuN2P3Se2 in a non-equilibrium geometry.

Each line ends with the Mulliken spin population.
CARTESIAN COORDINATES (ANGSTROEM)
Au1 0.418 -0.911 -1.771  0.05
P1 -2.006 -1.298 1.295  0.00
P2 1.243 -2.927 -0.873  0.02
P3 -1.689 -0.639 -2.761  0.00
H1 0.022 3.499 -0.013  0.01
C1 -1.063 3.579 -0.142  -0.01
C2 -1.931 3.047 0.737  0.00
H2 -1.617 2.550 1.659  0.00
C3 -0.900 -0.524 2.477  0.01
C4 -2.500 -2.925 1.872  0.00
C5 -3.419 -0.208 1.109  0.00
C6 2.761 -3.471 -1.707  0.00
C7 1.688 -2.818 0.879  0.00
C8 0.090 -4.319 -1.010  0.01
C9 -2.480 0.942 -2.382  0.00
C10 -2.879 -1.951 -2.365  0.01
C11 -1.503 -0.653 -4.565  0.01
H3 -1.416 4.147 -1.009  0.00
H4 -3.009 3.153 0.576  0.00
H5 -0.449 0.365 2.017  0.00
H6 -0.095 -1.202 2.782  0.00
H7 -1.466 -0.222 3.370  0.00
H8 -1.617 -3.497 2.188  0.00
H9 -3.013 -3.465 1.064  0.00
H10 -3.186 -2.815 2.724  0.00
H11 -3.081 0.818 0.915  0.00
H12 -3.994 -0.211 2.046  0.00
H13 -4.078 -0.542 0.299  0.00
H14 3.065 -4.454 -1.318  0.00
H15 3.562 -2.742 -1.526  0.00
H16 2.590 -3.546 -2.789  0.00
H17 2.484 -3.545 1.100  0.00
H18 0.820 -3.032 1.516  0.00
H19 2.046 -1.798 1.087  0.03
H20 0.621 -5.254 -0.780  0.00
H21 -0.303 -4.377 -2.034  0.00
H22 -0.749 -4.198 -0.312  0.00
H23 -3.287 1.137 -3.105  0.00
H24 -1.736 1.745 -2.448  0.00
H25 -2.893 0.932 -1.365  0.00
H26 -3.645 -1.996 -3.153  0.00
H27 -3.371 -1.757 -1.401  0.00
H28 -2.367 -2.921 -2.311  0.00
H29 -2.458 -0.379 -5.038  0.00
H30 -1.210 -1.660 -4.891  0.00
H31 -0.724 0.062 -4.863  0.00
C12 1.560 1.388 -4.073  0.04
C13 0.884 2.435 -3.412  0.04
C14 0.353 3.498 -4.149  -0.03
C15 0.496 3.528 -5.541  0.12
C16 1.174 2.494 -6.201  -0.03
C17 1.710 1.431 -5.478  0.06
Se1 2.305 -0.057 -3.121  0.70
H32 -1.307 -1.449 0.044  0.07
H33 0.797 2.402 -2.326  0.01
H34 -0.166 4.303 -3.629  0.00
H35 0.093 4.365 -6.114  0.00
H36 1.297 2.522 -7.284  0.00
H37 2.252 0.625 -5.975  0.00
C18 1.345 3.161 2.729  0.02
N1 2.058 1.961 3.122  0.01
C19 2.460 0.983 2.247  -0.06
Se2 2.208 1.003 0.430  0.85
N2 2.948 -0.024 3.049  0.04
C20 2.698 0.238 4.399  0.01
C21 2.626 -0.629 5.484  0.00
C22 2.004 -0.142 6.645  0.00
C23 1.447 1.151 6.691  0.01
C24 1.497 2.000 5.578  0.00
C25 2.140 1.509 4.445  0.01
H38 1.447 3.889 3.543  0.00
H39 0.278 2.966 2.545  -0.01
H40 1.787 3.545 1.805  -0.01
H41 3.318 -0.898 2.687  0.00
H42 3.050 -1.631 5.391  0.00
H43 1.941 -0.776 7.530  0.00
H44 0.964 1.490 7.607  0.00
H45 1.065 2.999 5.553  0.00

Its expectation value of S² is 2.02. The calculation puts the HOMO-LUMO gap (spin up / spin down) at 7.94 / 4.57 eV. The value obtained for the HOMO energy (spin up / spin down) is -15.77 / -16.03 eV. As for the total charge: +3. Its spin multiplicity is 3.

Question: What is the total charge in the second record?
Answer: +3